Record 1
Formula: C18H17N3O6S
Source: the OMol25 dataset
Level of theory: ωB97M-V/def2-TZVPD

Last column: Löwdin charge in e.
Atoms and positions in Å:
C -0.486519 7.332860 -2.957109  0.0785
H -0.270910 7.976471 -3.709631  0.0455
O 0.339268 6.047050 -3.378399  0.0177
C 0.134928 5.025827 -2.696431  -0.2978
C -0.814318 4.845023 -1.703110  -0.0285
C -0.730290 3.799140 -0.880281  -0.1335
C 0.029692 2.819554 -1.209916  -0.1890
C 0.971269 2.767368 -2.553762  0.1180
C 1.006796 3.993832 -3.246710  -0.3700
O 1.676962 4.212119 -4.232876  -0.0527
C 2.739264 3.239089 -4.762600  0.0564
H 3.120410 3.648653 -5.774670  0.1082
H 1.744975 2.291218 -5.134607  0.2058
H 3.384920 2.887714 -3.989556  0.0627
H 1.543545 1.930724 -2.873847  0.0667
C 0.148179 1.500514 -0.549162  0.0550
C -0.856128 0.977870 0.386842  0.0406
C -0.710867 -0.257826 1.042699  -0.3952
O -1.569093 -0.963875 1.514777  0.0686
N 0.612996 -0.903733 1.094971  0.0681
C 0.861745 -2.230539 1.410840  -0.8252
N -0.009081 -2.711013 2.207113  0.0787
C -0.130222 -4.160697 2.690907  -0.0696
C -1.427867 -4.631913 2.599433  0.1181
C -1.614593 -6.160263 2.789241  -0.0347
C -0.791314 -6.792242 3.754177  -0.0619
C 0.244472 -6.115889 3.901198  -0.0626
C 0.894116 -4.940546 3.370593  -0.2391
O 1.930346 -4.263518 3.727133  0.0951
H 2.206014 -3.708823 3.086543  -0.1331
H 1.307689 -6.678986 4.428172  0.2020
H -1.061902 -7.715814 3.998991  0.0902
N -3.026824 -6.623123 2.824587  -0.3233
O -3.404168 -7.660468 3.255061  0.0873
O -3.927543 -5.935110 2.114652  -0.0380
H -2.077091 -4.288720 1.996759  0.0391
H -1.031499 -2.472586 1.924120  0.1388
S 2.460145 -2.617000 1.492689  0.7567
H 1.393125 -0.491599 0.591912  0.0848
H -1.396488 1.688531 0.636762  0.0087
H 0.868427 0.725596 -0.787210  0.0915
H -1.179057 3.848860 0.115076  0.1425
H -1.269317 5.833439 -1.251583  0.1483
H -1.690109 7.204674 -3.097333  0.1676
H -0.144085 7.728156 -2.166455  0.0130

Atomic forces in eV per Å
-4.306 -5.915 -6.292
0.951 1.750 -2.513
-1.879 7.990 -1.272
-0.554 -3.886 0.743
0.213 5.868 -0.326
-2.217 0.719 3.138
6.440 -7.620 -4.194
-3.261 3.542 2.927
-3.912 -5.261 7.669
6.295 1.949 -6.982
-6.550 -1.079 -2.716
-0.451 -0.461 2.310
3.796 2.199 1.047
0.474 -0.062 0.320
0.154 -0.692 0.309
-3.789 -1.597 3.056
9.031 -1.960 -5.375
2.358 -3.250 0.117
-2.399 1.025 0.247
-0.990 1.601 -2.294
2.539 3.660 1.389
-5.843 -5.869 1.564
0.235 1.417 -0.546
5.173 -8.006 2.192
-1.947 3.983 2.803
-6.106 1.002 -5.237
15.658 1.758 3.835
-6.988 1.764 -0.949
0.445 -5.338 5.821
1.725 3.722 -4.226
-3.366 1.204 -0.710
-0.538 -3.679 1.747
-3.849 3.056 -5.140
1.204 -1.510 1.646
3.670 -1.009 2.320
-5.010 3.290 -3.781
2.233 0.575 0.933
1.803 -0.688 -1.686
-0.273 0.001 0.354
-6.226 5.605 2.745
0.406 0.704 -0.745
-0.253 -0.247 -0.422
0.612 -2.163 -1.293
3.104 -0.251 0.962
2.186 2.156 6.505

Output
Calculated total energy in eV: -46516.033
Charge: 0
Relative energy (zero: lowest compared OMol25 entry of this formula, charge and spin) in kcal/mol: 427.9



Record 2
Formula: C10H18NS
Source: the OMol25 dataset
Level of theory: ωB97M-V/def2-TZVPD

Last column: Löwdin charge in e.
Atoms and positions in Å:
C -0.371298 2.951963 2.111215  -0.1650
C 0.114284 2.311978 0.986411  -0.1385
C -1.623118 2.530547 2.426499  -0.3856
C -0.737273 1.447765 0.407195  -0.5333
C 1.967422 -1.724657 0.128534  -0.0656
C -0.084913 -2.259628 1.484105  -0.0073
C 0.432293 1.546864 -1.707780  -0.0280
C -1.905527 0.603496 -1.638962  -0.0725
C 0.610343 -1.204737 0.547934  -0.4183
C -0.622386 0.817765 -0.903652  -0.4283
N -0.149108 -0.904506 -0.649855  0.1213
S -2.186205 1.292935 1.392634  1.0758
H 0.032532 3.920683 2.631166  0.1629
H 1.120678 2.489490 0.488063  0.1416
H -2.233909 3.114292 3.122103  0.0946
H 2.656352 -1.056776 -0.477992  0.0946
H 2.750649 -1.756958 0.995032  0.1236
H 1.932518 -2.757410 -0.324756  0.1052
H -0.117793 -3.175797 0.918199  0.0778
H -1.069453 -1.888409 1.740576  0.0702
H 0.512134 -2.493590 2.386566  0.1055
H 0.092081 2.507986 -1.998244  0.0932
H 1.379195 1.719798 -1.140866  0.0881
H 0.696848 0.934010 -2.680512  0.1392
H -2.600487 -0.223992 -1.189041  0.1189
H -2.362230 1.603949 -1.567178  0.1016
H -1.937727 0.362362 -2.792202  0.1396
H 0.533415 -0.274626 0.975511  0.0844
H 0.318362 -1.242962 -1.525153  0.1784
H -1.066117 -1.329910 -0.564833  0.1258

Atomic forces in eV per Å
0.071 2.829 1.853
3.160 0.501 -1.708
-0.327 0.646 0.411
-1.803 -1.048 0.691
3.605 0.219 1.057
0.855 0.844 -0.808
2.080 -2.644 -1.568
-2.336 -0.790 -1.639
0.833 -2.622 0.295
1.110 -1.682 -0.259
-0.815 0.840 -2.101
0.185 0.490 -0.290
-0.395 -2.315 -1.140
-1.500 0.134 1.144
-0.064 -0.948 -0.075
-1.545 -0.458 -0.177
-1.918 -0.468 -0.871
-0.088 1.138 0.429
-0.432 -0.525 -0.135
-0.266 -0.217 0.257
-0.310 0.555 -0.487
-0.607 0.827 -0.339
-0.767 -0.456 -0.617
-0.516 1.288 1.825
1.093 1.850 -0.440
-0.523 -0.566 -0.076
0.924 0.390 2.255
1.070 2.010 1.965
-0.655 0.329 0.937
-0.119 -0.152 -0.388

Output
Calculated total energy in eV: -22979.251
Charge: +1
Relative energy (zero: lowest compared OMol25 entry of this formula, charge and spin) in kcal/mol: 5.4



Record 3
Formula: C5H8N2
Source: the OMol25 dataset
Level of theory: ωB97M-V/def2-TZVPD

Last column: Löwdin charge in e.
Atoms and positions in Å:
N -1.841232 0.831149 -0.251425  0.0538
C -0.833149 -0.215270 -0.278753  -0.3906
C -0.943258 -1.125175 -1.455580  -0.1677
N -1.123547 -1.862625 -2.331537  0.1378
C 0.567007 0.345035 -0.120448  -0.2806
C 1.631467 -0.536648 0.467333  -0.1123
C 1.071451 0.600623 1.271343  -0.1118
H -2.769933 0.438342 -0.375043  0.0831
H -1.690843 1.493738 -1.005538  0.0830
H -1.017666 -0.866253 0.580567  0.1458
H 0.873799 1.049872 -0.892206  0.1436
H 1.341391 -1.546316 0.747724  0.1063
H 2.642315 -0.454986 0.080116  0.1021
H 1.695358 1.475212 1.431438  0.1012
H 0.405284 0.367948 2.099087  0.1064

Atomic forces in eV per Å
-0.092 0.036 -0.166
0.172 -0.174 0.148
-0.237 -0.669 -0.871
0.286 0.877 0.924
-0.056 0.041 -0.077
0.082 -0.154 -0.053
-0.056 0.136 0.106
0.119 0.073 0.024
-0.006 -0.055 0.044
0.016 0.010 0.054
-0.080 -0.161 0.090
0.045 0.157 -0.050
-0.184 0.007 0.047
-0.114 -0.161 -0.041
0.105 0.036 -0.178

Output
Calculated total energy in eV: -8293.731
Charge: 0
Relative energy (zero: lowest compared OMol25 entry of this formula, charge and spin) in kcal/mol: 29.2



Record 4
Formula: C3H4N2O
Source: the OMol25 dataset
Level of theory: ωB97M-V/def2-TZVPD

Last column: Löwdin charge in e.
Atoms and positions in Å:
O 1.346838 -0.278506 0.691649  -0.0463
C 0.761283 0.023227 -0.835303  -0.0887
C -0.048708 -0.870591 -0.003451  -0.2422
N -1.162924 -0.238446 0.440918  -0.0036
N -1.120258 1.117488 0.106440  0.0650
C -0.045679 1.266926 -0.586012  -0.1636
H 2.076567 -0.874648 0.465574  0.1027
H 0.006719 -1.952870 0.057523  0.1410
H -1.722087 -0.490157 1.241745  0.1395
H 0.172006 2.244844 -1.002739  0.0961

Atomic forces in eV per Å
0.302 -0.039 0.090
-0.290 -0.034 0.089
-0.263 -0.148 -0.126
0.076 -0.165 0.117
0.406 0.006 -0.228
-0.164 0.209 0.063
-0.113 0.126 0.067
0.010 0.193 0.000
0.069 0.001 -0.133
-0.032 -0.150 0.062

Output
Calculated total energy in eV: -8198.547
Charge: 0
Relative energy (zero: lowest compared OMol25 entry of this formula, charge and spin) in kcal/mol: 123.1



| no. | HOMO level (Ha) |
| --- | --- |
| 1 | -0.300 |
| 2 | -0.470 |
| 3 | -0.380 |
| 4 | -0.308 |